66
Properties=species:S:1:pos:R:3:lowdin_charge:R:1 method="wB97M-V/def2-TZVPD" total_charge=0 lumo_ev=0.3 molar_mass_g_mol=482.67 de_lowest_kcal_mol=0.0 smiles="CCCCN(C)CCNC(=O)CN1C(=O)CSc2ccc(S(=O)(=O)N3CCCCC3)cc21" gap_ev=9.01
C 1.02 1.60 3.20 -0.092
C 0.56 0.16 3.04 -0.237
C 1.27 -0.58 1.90 -0.189
C 2.71 -0.97 2.23 -0.206
N 3.46 -1.34 1.03 -0.227
C 4.89 -1.27 1.25 -0.091
C 3.05 -2.64 0.52 -0.182
C 3.48 -2.86 -0.94 -0.150
N 3.14 -1.72 -1.75 0.086
C 1.87 -1.46 -2.12 -0.474
O 0.95 -2.24 -2.00 0.069
C 1.70 -0.07 -2.75 -0.020
N 1.88 0.99 -1.78 0.021
C 3.14 1.43 -1.55 -0.494
O 4.10 0.98 -2.15 0.058
C 3.30 2.51 -0.51 -0.339
S 2.10 3.84 -0.82 0.992
C 0.69 2.80 -0.64 -0.463
C -0.45 3.29 -0.02 -0.086
C -1.52 2.45 0.23 -0.050
C -1.43 1.12 -0.15 -0.261
S -2.74 0.02 0.38 0.672
O -2.89 0.19 1.80 -0.281
O -2.47 -1.30 -0.11 -0.268
N -4.05 0.76 -0.36 -0.242
C -5.32 0.61 0.33 -0.201
C -5.96 -0.75 0.05 -0.174
C -6.11 -0.96 -1.45 -0.197
C -4.74 -0.84 -2.12 -0.179
C -4.11 0.52 -1.78 -0.197
C -0.33 0.63 -0.81 0.007
C 0.76 1.47 -1.08 -0.206
H 0.84 2.16 2.29 0.055
H 0.47 2.08 4.01 0.072
H 2.08 1.66 3.44 0.063
H 0.72 -0.38 3.97 0.110
H -0.51 0.16 2.83 0.086
H 0.68 -1.47 1.65 0.112
H 1.28 0.06 1.01 0.087
H 3.22 -0.10 2.66 0.107
H 2.72 -1.77 2.98 0.130
H 5.41 -1.45 0.32 0.076
H 5.15 -0.27 1.59 0.083
H 5.24 -2.00 2.00 0.090
H 1.97 -2.69 0.55 0.109
H 3.46 -3.46 1.14 0.126
H 2.94 -3.73 -1.32 0.123
H 4.55 -3.03 -1.02 0.113
H 3.82 -0.97 -1.83 0.107
H 0.70 0.00 -3.19 0.139
H 2.45 0.07 -3.53 0.137
H 4.30 2.93 -0.57 0.093
H 3.11 2.10 0.49 0.089
H -0.48 4.32 0.28 0.110
H -2.40 2.79 0.75 0.120
H -5.11 0.74 1.39 0.110
H -5.97 1.42 -0.01 0.130
H -5.30 -1.53 0.46 0.116
H -6.92 -0.81 0.55 0.113
H -6.54 -1.94 -1.66 0.110
H -6.79 -0.20 -1.85 0.112
H -4.84 -0.93 -3.21 0.114
H -4.08 -1.62 -1.76 0.101
H -3.09 0.57 -2.16 0.116
H -4.70 1.33 -2.23 0.131
H -0.31 -0.42 -1.08 0.110